No. 1
196
Properties=species:S:1:pos:R:3:forces:R:3:lowdin_charge:R:1 method="wB97M-V/def2-TZVPD" e_tot_ha=-6649.718933 total_charge=0 max_force_ev_per_a=4.57 homo_ev=-9.34 molar_mass_da=1445.184 e_above_lowest_kcal_mol=73.28 gap_ev=9.371
O 2.086 -4.875 0.821 -0.6 0.2 0.7 0.07
H -1.202 -3.139 -3.668 0.3 0.1 -0.1 0.07
H 0.045 -1.481 3.504 0.1 0.4 -0.2 0.06
H 2.381 6.585 4.558 0.6 0.1 0.0 0.12
H 0.644 3.975 -0.092 -0.1 -0.1 -0.5 0.11
C -4.680 -7.407 0.698 -1.8 -0.2 -1.1 -0.31
H -3.080 -0.173 -8.810 -0.1 0.1 0.2 0.09
C 5.279 5.680 0.118 -0.6 0.2 0.9 -0.21
C 5.553 2.473 -3.595 -1.2 0.0 0.3 -0.61
O -6.543 0.197 0.361 0.6 1.0 0.0 -0.21
H 1.756 0.955 -3.133 0.3 -0.4 -0.3 0.13
H -5.000 2.814 3.499 -0.2 0.3 0.2 0.08
H 2.130 -3.124 -1.824 -0.1 -0.2 -0.1 0.12
C 3.899 6.306 0.373 0.3 -0.6 -1.5 -0.04
O -5.189 0.549 2.428 0.1 0.8 -0.7 -0.20
H 1.628 -2.819 0.515 -0.2 -0.3 0.2 0.12
H 2.017 2.469 1.040 -0.5 0.5 0.9 0.08
O 1.610 -5.069 -1.328 0.7 0.7 -0.5 0.08
C -1.236 2.048 -8.196 -0.5 1.9 -0.2 -0.28
C -4.765 -8.901 0.497 0.9 -0.8 1.0 -0.08
C -2.655 -4.355 6.044 -1.0 -1.6 1.3 -0.26
H 8.732 4.158 -2.511 -0.6 -0.1 -0.3 0.06
H 2.008 1.631 -7.035 0.2 -0.5 0.2 0.11
H -1.576 0.965 0.024 -0.2 0.7 -0.5 0.06
C -1.001 -6.140 3.142 1.3 -2.8 0.9 -0.27
O 5.815 1.973 0.722 0.2 0.4 -0.6 -0.18
H -2.334 0.642 -1.536 0.2 0.4 -0.3 0.08
C -2.318 2.964 -8.796 0.1 -0.5 0.0 -0.07
H -5.517 -0.702 8.924 -0.7 0.9 0.3 0.07
H 9.321 4.426 -0.110 -0.2 -0.9 -0.1 0.12
H 6.506 0.217 -4.912 0.5 -0.2 0.1 0.13
H 2.588 4.393 -5.978 1.1 -0.2 0.7 0.13
C 1.269 1.182 3.578 -3.3 -1.2 0.9 -0.25
H -8.884 -0.249 -0.358 -0.3 -0.4 -0.3 0.08
P -3.651 -2.123 5.214 -0.9 0.7 -1.7 0.41
O 6.841 2.764 -3.556 0.6 0.2 -0.5 0.07
H -2.632 3.744 -8.107 -0.1 -0.1 0.1 0.08
C 7.578 1.543 -3.436 0.7 -0.5 0.8 -0.10
H -0.370 -6.467 2.312 -0.7 1.1 -1.0 0.10
C -1.999 -3.032 -0.335 1.7 0.4 -0.1 -0.06
H -1.390 -4.545 7.753 0.4 -0.3 -0.3 0.07
H -5.602 -7.123 1.216 0.3 0.4 0.3 0.12
O -5.553 -1.847 1.468 0.9 2.0 -0.6 -0.22
C 4.801 2.555 -6.678 0.9 -1.2 -0.1 -0.60
H 8.084 5.530 0.099 -0.8 -0.3 0.2 0.10
H 6.595 -0.347 -3.135 0.3 -0.5 -0.6 0.13
O -4.244 -4.574 1.732 0.7 -1.0 -0.6 -0.20
C -2.059 -1.066 3.361 -0.3 -0.4 -0.1 -0.23
H -6.069 -0.515 6.121 -0.7 0.2 0.8 0.11
H -4.690 -9.362 1.489 -0.1 0.0 0.0 0.08
O 3.926 1.692 -6.138 -0.2 -0.8 0.1 0.05
O -2.231 -1.642 4.677 0.1 0.3 0.5 -0.18
C 2.586 2.149 -6.273 0.4 1.9 0.1 -0.08
H -1.510 -4.794 -1.434 0.3 -0.6 0.5 0.11
P 6.432 3.420 0.899 -0.2 0.0 -0.5 0.42
H -0.155 0.083 4.989 -0.4 0.6 -0.6 0.05
H 2.262 0.827 3.320 -0.3 0.8 0.3 0.07
H 2.109 2.164 -5.296 -0.1 -0.5 -0.1 0.12
H -1.503 -2.494 -1.148 -0.9 0.0 -0.6 0.05
H 1.017 6.384 6.586 -0.1 -0.3 -0.2 0.08
O 4.190 3.611 -7.186 -0.2 0.9 0.5 0.10
H -1.752 -4.281 5.442 -0.3 0.5 -0.3 0.11
C 2.471 -3.940 -1.190 0.2 1.4 0.1 -0.12
H 0.038 -1.258 -4.355 0.1 0.5 -0.4 0.11
C -0.772 -1.643 2.799 -0.4 -0.4 0.9 -0.06
C -5.130 -0.096 8.104 0.7 -0.3 0.4 -0.07
H -8.415 1.105 -1.287 0.1 0.0 -0.4 0.08
O -3.959 -0.117 0.324 -1.3 -0.6 0.5 -0.17
O -0.426 -0.518 -0.404 0.2 -0.4 0.3 0.11
P -5.306 -0.406 1.192 -0.9 -2.7 -0.4 0.42
C -1.013 -1.025 -4.179 0.1 -0.4 0.3 -0.23
C -2.950 -1.210 -8.493 0.9 1.3 -0.7 -0.23
H 0.553 0.755 2.869 0.4 -0.1 -0.4 0.10
C -5.362 -0.927 6.848 0.7 1.2 -1.3 -0.24
C -1.779 -2.347 -4.146 -0.6 0.4 0.5 -0.05
H 5.172 0.151 1.355 0.4 -0.1 -0.3 0.10
H 2.133 5.167 7.200 0.3 0.4 0.6 0.08
H -2.925 -4.809 8.210 -0.9 -0.5 -0.5 0.08
C 2.374 -3.583 0.283 0.6 -0.3 -0.2 -0.11
H 2.081 3.759 -1.208 -0.4 0.9 1.1 0.06
H -0.735 1.566 -9.034 0.0 -0.8 0.5 0.12
H -4.745 -6.909 -0.277 0.3 0.2 0.1 0.12
H -0.895 -2.727 2.852 -0.1 -0.1 -0.6 0.08
H -0.570 -1.271 1.797 0.1 -0.1 0.1 0.05
H -1.091 -0.481 -3.241 0.1 -0.4 0.2 0.10
H -2.919 -1.360 2.764 0.0 -0.1 -0.2 0.09
O -3.519 -7.068 1.404 0.9 0.8 0.7 -0.17
C 0.762 0.671 4.951 1.2 -1.2 0.0 -0.04
H -3.964 -1.597 -8.452 0.2 -0.6 0.4 0.12
H -2.068 -6.100 7.245 -0.2 0.0 0.0 0.07
O 0.122 -0.226 -7.084 -0.4 -0.8 0.3 -0.24
H -1.659 -7.235 4.840 -0.7 0.1 -0.2 0.06
P 2.156 3.627 3.600 -2.0 0.1 0.4 0.50
C -3.619 1.225 0.046 -0.2 1.8 1.2 -0.30
C -1.294 -7.484 3.831 -0.7 0.5 1.9 -0.07
O 4.631 3.242 -3.633 0.4 0.3 0.1 0.14
C 0.459 0.110 -0.869 2.1 -0.2 -0.7 -0.54
H 4.349 2.632 2.892 0.9 -1.0 -1.3 0.05
H -2.079 -8.030 3.314 0.2 -0.2 -0.1 0.07
O 1.400 -0.444 -1.696 -0.8 -1.3 0.2 0.03
H -1.893 -1.219 -10.399 -0.1 0.3 0.2 0.07
H -2.098 -2.704 -5.124 0.1 0.2 -0.1 0.07
H 0.701 1.448 5.709 0.3 0.0 0.0 0.08
H -5.682 -1.952 7.031 0.5 -0.1 0.2 0.11
O 5.976 2.324 -6.732 -0.3 0.3 0.1 0.15
H 7.852 1.423 -2.383 -0.4 0.0 0.1 0.13
H -3.913 -9.319 -0.043 -0.1 0.2 -0.3 0.08
C 2.395 3.497 0.988 0.3 -1.0 -1.3 -0.30
C -6.871 -0.355 -0.926 0.3 -0.3 0.1 -0.27
C 4.145 1.625 2.521 3.9 -0.9 -2.3 -0.12
H -0.998 -1.991 -9.152 -0.2 -0.2 0.3 0.08
C 8.395 5.048 -1.977 1.2 -1.0 1.0 -0.05
O -4.517 -2.659 4.135 0.6 0.7 1.6 -0.22
H -3.165 2.322 -9.043 -0.2 0.2 0.0 0.07
C -2.313 1.332 -0.692 -1.0 -0.3 1.0 -0.05
C -8.300 0.021 -1.240 0.3 0.2 0.9 -0.07
H 3.538 5.338 5.175 -0.1 -0.2 -0.2 0.11
H -3.405 -5.000 5.585 0.1 0.3 -0.6 0.12
H -3.207 -4.580 -1.022 0.0 -0.6 0.1 0.12
H 3.476 3.375 0.888 -0.5 0.5 -0.2 0.09
H -0.524 2.692 -7.677 0.3 -0.2 0.0 0.11
H 2.210 3.932 -7.516 0.2 -0.4 -0.3 0.12
H 9.260 5.699 -2.121 -0.4 0.6 0.1 0.08
H -0.472 -8.114 4.180 0.5 0.0 -1.1 0.08
H 3.188 5.649 -0.140 1.0 0.6 0.3 0.02
H -2.412 -2.770 -9.956 0.2 -0.3 0.5 0.07
H 1.476 -0.112 5.233 0.2 0.3 0.6 0.08
O 2.123 4.294 2.133 0.0 0.1 1.2 -0.13
H -4.773 1.587 4.695 -0.2 -0.3 0.1 0.07
C 2.237 0.548 -2.237 -0.7 1.0 0.5 -0.09
C -6.265 1.181 3.171 0.6 -0.9 0.5 -0.22
H -2.868 -2.501 0.044 0.0 -0.1 0.1 0.08
H -6.761 0.332 3.642 -0.4 0.3 0.2 0.12
C 2.861 3.615 -6.694 -2.2 0.4 -1.3 -0.12
H -8.627 -0.473 -2.152 -0.2 0.1 0.1 0.08
C -2.014 -1.855 -9.517 -0.3 -0.1 -0.9 -0.06
H -3.507 1.740 1.015 0.3 -0.2 0.0 0.11
O -1.900 1.246 -7.228 -0.1 -1.0 0.5 -0.20
O -2.372 -1.184 -7.180 0.3 -0.3 0.9 -0.19
H 3.353 -3.316 0.677 -0.2 0.3 0.1 0.13
O 1.581 4.773 4.571 0.4 -1.4 -0.9 -0.17
H -5.701 -9.276 0.087 0.0 0.4 -0.3 0.08
H 3.589 6.296 1.414 0.3 0.4 0.1 0.08
P -1.286 -0.135 -6.653 -0.2 1.5 -1.4 0.43
H -2.083 0.024 3.431 0.2 0.0 0.2 0.12
O -4.158 -0.817 6.028 0.7 -1.6 -0.2 -0.21
C 5.418 1.107 1.813 -0.8 -0.3 0.3 -0.19
H -6.718 -1.434 -0.859 -0.2 -0.1 -0.1 0.12
H -6.240 2.600 4.795 0.1 0.1 -0.1 0.08
O -2.008 -5.246 0.561 0.7 -0.5 -0.7 -0.17
C -2.187 -4.505 -0.632 -1.1 1.6 -0.4 -0.24
C 6.577 0.468 -3.856 -0.4 0.6 1.0 -0.07
H 7.454 5.433 -2.352 0.1 0.1 -0.2 0.07
H 2.853 1.564 -0.399 -0.1 0.1 0.0 0.13
O 7.391 3.566 -0.405 -1.0 -0.6 1.1 -0.18
H -4.424 1.842 -0.381 -0.2 -0.8 -0.6 0.12
C 2.508 5.690 5.174 -0.7 1.5 0.1 -0.27
H 6.278 0.980 2.465 -0.1 0.1 0.2 0.12
C -2.287 -5.041 7.356 1.3 1.3 0.8 -0.07
H 5.558 5.596 -0.933 -0.1 0.4 0.0 0.12
P -3.116 -5.513 1.635 -1.1 0.5 0.7 0.43
H 6.052 6.185 0.702 0.1 0.1 -0.2 0.12
H 3.372 1.713 1.761 0.1 -0.8 0.7 0.05
H -2.221 2.393 -0.916 0.5 -0.1 -0.4 0.09
H -6.184 0.013 -1.693 0.1 0.2 0.1 0.11
O -1.546 -0.032 -5.094 0.0 -0.6 -0.9 -0.16
H -2.658 -2.224 -3.511 -0.2 -0.1 -0.2 0.08
O 7.083 3.717 2.167 0.3 0.1 0.3 -0.21
O 0.939 2.574 3.501 1.6 1.4 -0.2 -0.16
C 8.316 4.635 -0.485 0.8 1.8 -1.2 -0.28
H 2.587 6.970 6.889 0.5 -0.4 0.5 0.08
H -1.980 3.427 -9.724 0.1 0.0 0.1 0.08
H -0.315 -5.629 3.818 -0.5 0.8 -0.1 0.11
C -5.545 2.100 4.121 0.3 0.1 0.0 -0.07
O -3.298 -3.117 6.383 0.8 0.2 0.1 -0.17
O 5.147 4.334 0.599 1.0 -0.6 -0.1 -0.23
H -6.958 1.761 2.562 0.1 -0.3 -0.4 0.12
C 2.097 1.647 -1.179 1.1 -1.6 -2.0 -0.13
H 3.782 7.251 -0.155 0.2 0.3 0.5 0.09
C 2.062 6.065 6.589 -0.7 -0.4 -1.0 -0.07
O 0.784 1.404 -0.647 0.0 0.1 -0.1 0.07
H 8.556 1.555 -3.913 -0.4 0.3 -0.8 0.14
O 3.399 2.990 4.038 -2.0 2.7 3.1 -0.25
H 1.942 5.154 -0.264 -1.2 -0.5 0.2 0.06
H -5.353 0.970 8.027 -1.3 -0.3 0.1 0.07
H 3.539 -4.103 -1.351 -0.2 -0.8 -0.7 0.13
O -2.234 -5.477 2.958 0.2 -0.1 -0.5 -0.17
H 3.240 0.180 -2.426 -0.1 0.0 0.0 0.13
H 2.201 2.567 -1.751 -0.3 -1.2 0.4 0.10
H -4.093 0.071 8.424 0.4 -1.0 -0.7 0.08
C 1.447 -5.600 -0.111 -0.8 -1.3 0.3 -0.58
H -1.135 -2.911 0.331 -0.5 -0.3 0.6 0.06
H 3.949 1.029 3.409 0.1 -0.2 -0.5 0.09
O 0.820 -6.597 0.088 0.5 0.4 0.1 0.16
O 5.351 1.152 -3.531 -0.2 -0.3 -0.2 0.03
C 1.718 4.082 -0.235 -0.3 2.4 0.6 -0.06

***

No. 2
22
Properties=species:S:1:pos:R:3:forces:R:3:lowdin_charge:R:1 method="wB97M-V/def2-TZVPD" e_tot_ha=-499.188419 total_charge=-1 max_force_ev_per_a=2.55 homo_ev="0.51 / 0.51" molar_mass_da=313.774 e_above_lowest_kcal_mol=0.00 gap_ev="3.214 / 3.215"
Hg 0.049 -0.028 -0.344 0.2 -0.2 1.3 0.42
H -1.673 -1.717 1.309 0.2 -0.4 -0.1 0.07
N -0.892 1.233 1.705 -1.1 0.6 -0.4 -0.09
H 1.581 -0.218 -1.782 0.2 -1.0 -0.6 -0.09
H -0.652 1.210 -1.140 -0.2 0.0 -0.5 -0.17
H -1.921 -4.032 2.216 0.4 0.0 -0.4 0.08
H -1.876 0.954 1.736 0.4 0.3 0.2 0.00
C 1.162 -4.261 0.697 -0.3 1.7 -0.3 -0.14
N 0.229 -2.041 0.518 -0.5 2.1 -1.4 -0.20
C 1.556 -1.134 -2.439 0.0 0.3 -0.3 -0.19
H -0.792 2.208 1.396 0.0 -0.7 0.3 0.00
H -0.049 -5.696 1.774 0.0 -0.1 0.0 0.05
C 1.225 -2.931 0.273 0.8 -2.2 0.1 -0.25
C -0.888 -2.469 1.173 -1.0 -1.3 1.2 -0.26
C 0.020 -4.681 1.412 0.5 -1.0 0.3 -0.20
H 0.679 -1.788 -2.285 0.4 0.5 0.0 0.00
H 2.447 -1.712 -2.211 0.1 0.1 -0.3 0.00
H 1.995 -4.930 0.472 -0.3 0.1 0.0 0.08
H 2.079 -2.551 -0.278 -0.1 -0.1 0.2 0.07
C -1.017 -3.763 1.650 -0.3 1.5 -0.1 -0.16
H 1.536 -0.737 -3.461 0.2 -0.3 0.0 0.01
H -0.416 1.052 2.560 0.2 0.0 0.6 -0.02

***

No. 3
28
Properties=species:S:1:pos:R:3:forces:R:3:lowdin_charge:R:1 method="wB97M-V/def2-TZVPD" e_tot_ha=-772.404185 total_charge=0 max_force_ev_per_a=2.64 homo_ev=-6.94 molar_mass_da=189.334 e_above_lowest_kcal_mol=0.00 gap_ev=7.345
N -2.394 -1.864 0.455 0.2 0.4 -0.1 -0.06
C -1.416 -0.155 -1.771 -0.3 0.0 0.7 -0.17
H 1.654 2.929 -0.793 0.0 0.2 -0.1 0.10
H 1.077 -1.965 1.619 0.0 -0.1 0.1 0.10
H -3.244 1.937 0.266 0.1 0.1 -0.1 0.03
H -2.791 -2.092 1.350 -0.1 0.0 0.1 0.03
H -4.400 0.632 0.051 -0.1 -0.1 -0.1 0.03
C 3.078 0.306 -0.840 0.1 -0.1 -0.1 -0.04
H -0.297 0.572 2.195 0.1 0.0 0.3 0.09
H -1.767 -2.592 0.149 0.0 0.0 -0.1 0.03
C 1.948 0.800 -0.201 -0.1 -0.4 0.2 -0.21
C 0.145 0.755 1.228 -2.4 -1.0 -0.4 -0.17
C 1.224 -0.028 0.698 0.3 -0.1 -0.3 -0.25
H -2.215 -0.090 -2.504 -0.2 0.0 -0.1 0.03
H 4.353 -1.390 -1.076 0.0 0.0 0.0 0.09
H -0.373 2.892 0.901 0.0 0.2 0.0 0.09
C 0.274 2.065 0.661 -0.1 0.3 -0.2 -0.15
H 3.654 0.935 -1.507 0.0 0.0 -0.1 0.11
Si -2.075 -0.242 -0.002 1.7 0.8 0.2 0.70
C 3.470 -0.995 -0.591 0.2 0.0 -0.2 -0.11
C -3.470 0.912 0.538 0.5 -0.4 -0.2 -0.19
H 3.088 -2.824 0.455 0.0 0.0 0.0 0.09
C 2.751 -1.811 0.280 0.0 -0.2 0.1 -0.11
H -0.776 0.714 -1.892 0.1 0.2 0.1 0.02
H -3.631 0.881 1.610 0.0 -0.1 0.2 0.03
C 1.322 2.089 -0.208 -0.1 0.3 0.0 -0.07
H -0.817 -1.033 -2.001 0.1 -0.2 0.1 0.03
C 1.628 -1.336 0.930 0.0 -0.1 0.1 -0.06

***

No. 4
15
Properties=species:S:1:pos:R:3:forces:R:3:lowdin_charge:R:1 method="wB97M-V/def2-TZVPD" e_tot_ha=-345.719586 total_charge=0 max_force_ev_per_a=0.37 homo_ev=-10.05 molar_mass_da=100.117 e_above_lowest_kcal_mol=53.57 gap_ev=10.972
H -0.037 -2.127 -0.631 0.0 0.2 0.1 0.15
H -1.294 0.744 1.501 0.0 0.0 -0.2 0.12
H 2.373 0.111 -0.527 -0.1 0.1 0.0 0.09
H 0.833 -1.415 1.581 0.0 0.1 0.0 0.10
C 1.511 0.769 -0.376 0.0 0.0 0.0 -0.01
H -1.118 1.704 -0.011 0.0 -0.1 0.0 0.12
O 0.817 -0.452 1.581 0.0 -0.2 0.1 0.00
C -1.001 0.718 0.449 0.0 0.1 0.0 -0.02
O -0.949 -0.446 -1.610 0.0 0.1 -0.1 0.01
C -1.612 -0.433 -0.346 -0.3 0.0 0.2 -0.20
H 1.833 1.614 0.242 -0.1 -0.1 -0.1 0.09
H -2.607 -0.865 -0.306 0.2 0.1 0.0 0.14
C -0.312 -1.081 -0.512 0.2 -0.3 0.1 -0.18
C 0.392 0.015 0.311 0.0 0.2 -0.3 -0.50
H 1.173 1.143 -1.347 0.0 0.0 0.1 0.09

***

No. 5
22
Properties=species:S:1:pos:R:3:forces:R:3:lowdin_charge:R:1 method="wB97M-V/def2-TZVPD" e_tot_ha=-345.915932 total_charge=+1 max_force_ev_per_a=0.92 homo_ev=-12.63 molar_mass_da=107.177 e_above_lowest_kcal_mol=18.68 gap_ev=9.431
H 2.572 -1.602 -0.413 -0.1 0.0 0.1 0.08
H 1.217 -2.744 -0.471 0.0 0.1 0.2 0.07
N 0.036 -0.562 0.488 0.3 0.1 -0.5 -0.09
H -2.054 1.490 -0.610 0.0 0.1 0.1 0.16
H -0.941 2.573 1.370 0.1 -0.1 0.0 0.13
C -0.483 1.811 0.735 -0.5 0.6 -0.1 -0.13
C 1.099 -1.302 1.168 0.0 0.1 0.0 -0.28
H -0.608 1.357 -1.311 0.0 0.0 -0.1 0.11
H -1.249 2.870 -0.992 0.3 0.0 0.3 0.17
H -1.756 0.153 1.341 -0.3 0.2 -0.2 0.13
C 1.879 -2.180 0.199 -0.3 -0.3 0.2 -0.09
H 0.567 2.032 0.574 0.1 -0.1 0.2 0.14
H -1.355 0.412 -3.527 0.2 -0.1 0.0 0.07
O -0.766 0.180 -2.797 -0.3 0.2 -0.1 -0.05
H 2.432 -2.915 0.788 0.1 0.1 -0.2 0.08
N -1.129 1.926 -0.619 -0.2 -0.5 -0.5 0.17
H 0.709 -1.878 2.020 0.0 -0.1 -0.2 0.12
H -0.369 -0.660 -3.048 0.1 0.0 0.1 0.07
H -0.363 0.416 2.303 0.1 0.0 -0.1 0.13
C -0.702 0.411 1.259 0.5 -0.4 0.6 -0.22
H 1.796 -0.590 1.594 0.1 0.3 0.2 0.11
H -0.532 -1.199 -0.051 -0.2 0.0 0.2 0.11